Record 1
Here is a structure of composition C32H25GeIrN3O2 in a non-equilibrium geometry from the Open Molecules 2025 dataset. Energies are from ωB97M-V/def2-TZVPD.

E_LUMO (alpha / beta): 0.0146 / -0.0842 hartree
Expectation value of S²: 8.78
Highest occupied orbital energy (alpha / beta): -6.390 / -8.152 eV
Spin multiplicity: 6
HOMO-LUMO gap (alpha / beta): 6.788 / 5.860 eV
Net charge: 0

XYZ file:
```
64
Properties=species:S:1:pos:R:3:mulliken_charge:R:1
Ir -0.0109 -0.2414 0.1584 1.2272
O 3.3583 3.9836 0.4684 -0.6827
C 4.1821 2.9227 0.4471 0.3967
C 5.5511 3.1579 0.5541 -0.6521
C 6.4452 2.1052 0.5601 -0.3622
C 5.9943 0.7918 0.4607 -0.8390
C 4.6428 0.5483 0.3462 -0.4739
C 3.7170 1.5984 0.3320 0.4941
C 2.2972 1.2672 0.2176 0.7638
O 1.9681 0.0065 -0.0007 -0.7165
N 1.3933 2.2201 0.3461 -1.0870
N 0.1412 1.7281 0.2381 0.1342
C -1.0000 2.3095 0.6207 -0.6594
C -2.1438 1.4998 0.5764 0.7466
C -3.4442 1.9589 0.8869 -1.0084
C -4.5158 1.1312 0.7276 -0.1917
C -4.3215 -0.1767 0.2245 -0.7966
C -3.0493 -0.6104 -0.0095 -0.1018
N -1.9629 0.1612 0.1919 -0.0122
H 2.4339 3.6529 0.4314 0.6079
H 5.8957 4.1794 0.6449 0.4374
H 7.5053 2.3101 0.6401 0.3737
H 6.6940 -0.0332 0.4715 0.4353
H 4.2626 -0.4618 0.2776 0.4770
H -1.0315 3.3362 0.9632 0.4219
H -3.5564 2.9814 1.2215 0.3683
H -5.5155 1.4717 0.9620 0.4344
H -5.1572 -0.8356 0.0427 0.4155
H -2.8451 -1.6023 -0.3890 0.5362
C -0.0980 -2.2248 -0.0354 -0.9412
Ge 0.1872 -2.9051 1.7896 1.0042
C 0.1737 -4.8755 1.7580 0.0972
C 1.0522 -5.5686 0.9284 -0.3293
C 1.0676 -6.9554 0.9291 -0.6593
C 0.1987 -7.6598 1.7509 -0.4979
C -0.6855 -6.9737 2.5709 -0.6231
C -0.6984 -5.5858 2.5758 -0.2079
C -1.2569 -2.2796 3.0065 -0.2148
C -0.9754 -1.4863 4.1173 -0.2455
C -1.9947 -1.0270 4.9394 -0.7373
C -3.3105 -1.3794 4.6782 -0.5022
C -3.5997 -2.1979 3.5973 -0.7710
C -2.5811 -2.6338 2.7629 0.1027
C 1.9051 -2.2535 2.5351 0.3138
C 2.9750 -3.1245 2.7203 -0.6082
C 4.1888 -2.6641 3.2139 -0.6727
C 4.3485 -1.3242 3.5304 -0.6687
C 3.2876 -0.4452 3.3611 -1.0348
C 2.0783 -0.9098 2.8684 0.2506
H 1.7188 -5.0163 0.2753 0.4557
H 1.7552 -7.4842 0.2809 0.3973
H 0.2090 -8.7421 1.7506 0.3817
H -1.3728 -7.5173 3.2072 0.3954
H -1.3861 -5.0514 3.2215 0.3360
H 0.0503 -1.2394 4.3598 0.4715
H -1.7569 -0.3974 5.7879 0.4208
H -4.1065 -1.0249 5.3211 0.4003
H -4.6235 -2.4865 3.3933 0.4065
H -2.8130 -3.2764 1.9194 0.5055
H 2.8559 -4.1748 2.4784 0.3504
H 5.0105 -3.3571 3.3466 0.4155
H 5.2980 -0.9628 3.9042 0.4299
H 3.4036 0.6034 3.6070 0.4124
H 1.2559 -0.2130 2.7522 0.4798
```

Record 2
Here is a cluster of 7 separate species, C36H56ClF3N2O15 in total from the Open Molecules 2025 dataset. Energies are from ωB97M-V/def2-TZVPD.

E_LUMO: 0.0029 hartree
Highest occupied orbital energy: -9.600 eV
HOMO-LUMO gap: 9.679 eV
Net charge: 0
SMILES string: CC[C@@]1(Cl)NC(=O)[C@@H](CNC)[C@@]1(OC[C@H](C)O)C(F)(F)F.O=C1CCCO1.O=C1CCCO1.O=C1CCCO1.O=C1CCCO1.O=C1CCCO1.O=C1CCCO1

XYZ file:
```
113
Properties=species:S:1:pos:R:3:mulliken_charge:R:1
C 2.1542 2.5616 8.3570 -1.5719
C 1.2666 3.2065 7.2923 -0.5525
C 1.3106 2.4696 5.9470 0.5769
Cl 2.8323 3.0653 5.1275 -0.1715
N 1.4455 1.0220 6.0557 -0.1852
C 0.2371 0.3893 5.7551 -0.0269
O 0.0999 -0.8092 5.6225 -0.6800
C -0.8557 1.4670 5.5803 0.2373
C -1.5750 1.6092 6.9466 -1.3959
N -0.8745 0.9487 8.0581 -0.1920
C -1.4993 -0.3099 8.4758 -1.0432
C 0.0723 2.5739 5.0001 0.5979
O 0.4698 2.0048 3.7600 -0.3616
C 0.7245 2.7974 2.6006 -0.7991
C 1.2410 1.8831 1.5108 0.5188
C 2.0101 2.6574 0.4485 -1.4991
O 0.0824 1.2455 0.9239 -0.3793
C -0.5680 3.9574 4.8473 0.0923
F -1.5362 3.9508 3.9162 -0.1518
F 0.3083 4.9093 4.5139 -0.2756
F -1.1496 4.3581 5.9901 -0.2920
H 3.2046 2.6370 8.0684 0.3761
H 1.8992 1.5095 8.4828 0.3136
H 2.0088 3.0844 9.3044 0.4154
H 0.2512 3.3088 7.6659 0.2589
H 1.6268 4.2221 7.1141 0.6288
H 2.2124 0.6118 5.5419 0.3556
H -1.5642 1.1976 4.7992 0.9335
H -2.5562 1.1354 6.8211 0.3182
H -1.7806 2.6400 7.2128 0.4797
H -0.9098 1.5789 8.8496 0.3063
H -1.0472 -0.6232 9.4191 0.3595
H -1.2770 -1.0837 7.7384 0.3074
H -2.5842 -0.2258 8.6112 0.3474
H 1.4597 3.5814 2.7967 0.3373
H -0.1859 3.2604 2.2151 0.1641
H 1.8669 1.0915 1.9315 0.4017
H 3.0135 2.8811 0.8158 0.4331
H 2.0661 2.0523 -0.4563 0.3550
H 1.5179 3.6053 0.2153 0.2442
H 0.2863 0.3193 0.7680 0.2329
O 2.0652 4.7010 -2.3809 -0.6546
C 1.1047 4.2326 -2.9219 0.6089
O 0.8688 2.9037 -2.9835 -0.2524
C -0.3159 2.6507 -3.7747 -0.1552
C -1.1060 3.9465 -3.7371 -0.2122
C 0.0065 4.9917 -3.6428 -0.3923
H -0.0048 2.3792 -4.7855 0.0205
H -0.8580 1.8170 -3.3393 0.2777
H -1.7651 4.0623 -4.5942 0.4876
H -1.7178 3.9761 -2.8401 -0.0960
H 0.3770 5.2923 -4.6240 -0.0071
H -0.2852 5.8722 -3.0780 0.3939
O -1.3367 0.2478 -5.9096 -0.5816
C -0.7503 -0.7020 -5.4744 0.5254
O -0.7141 -1.8912 -6.1117 -0.4023
C -0.0338 -2.8739 -5.3006 -0.1893
C 0.8465 -2.0707 -4.3521 -0.6206
C 0.0167 -0.8010 -4.1695 0.0405
H -0.7834 -3.4628 -4.7714 0.1422
H 0.5312 -3.5326 -5.9532 0.3276
H 1.0777 -2.6044 -3.4345 0.3511
H 1.7901 -1.8280 -4.8422 0.2042
H -0.7048 -0.8959 -3.3554 0.2631
H 0.6203 0.0889 -4.0189 -0.0171
O -3.5569 2.6724 -2.1656 -0.5134
C -3.8337 2.5973 -1.0036 0.3879
O -5.0688 2.2567 -0.5719 -0.4108
C -5.1392 2.3485 0.8625 -0.5714
C -3.6963 2.2342 1.3423 -0.2219
C -2.9326 2.8747 0.1852 0.2101
H -5.5878 3.3101 1.1213 0.2766
H -5.7830 1.5509 1.2245 0.3356
H -3.5280 2.7075 2.3077 0.1387
H -3.4151 1.1838 1.4282 0.2165
H -2.8421 3.9568 0.3012 0.2897
H -1.9490 2.4358 0.0321 -0.1532
O 2.4306 -4.9127 -3.1472 -0.5880
C 1.6983 -5.8424 -3.3258 0.4820
O 0.5404 -5.7101 -4.0204 -0.2589
C -0.2019 -6.9459 -3.9924 -0.4454
C 0.8321 -8.0255 -3.7011 -0.5063
C 1.8377 -7.2676 -2.8377 -0.2437
H -0.9547 -6.8725 -3.2048 0.2204
H -0.7005 -7.0685 -4.9509 0.3402
H 0.4106 -8.9032 -3.2174 0.2959
H 1.3074 -8.3417 -4.6310 0.3260
H 1.5657 -7.2954 -1.7838 0.0328
H 2.8592 -7.6153 -2.9619 0.3683
O 0.1760 -9.9035 -0.8467 -0.5576
C -0.3896 -9.1283 -0.1351 0.5061
O -0.2914 -7.7869 -0.3165 -0.2872
C -0.9908 -7.0851 0.7302 -0.4731
C -2.0025 -8.0883 1.2723 -0.4885
C -1.2718 -9.4149 1.0634 -0.4875
H -0.2615 -6.7815 1.4832 0.2595
H -1.4476 -6.1965 0.3022 0.3236
H -2.2857 -7.8890 2.3030 0.3377
H -2.9066 -8.0667 0.6627 0.2668
H -0.6264 -9.6704 1.9051 0.2731
H -1.9333 -10.2497 0.8521 0.3032
O 3.7426 6.1634 -8.0686 -0.5687
C 3.3524 5.0726 -7.7805 0.3365
O 3.1016 4.1215 -8.7139 -0.3544
C 2.5462 2.9463 -8.0994 -0.3992
C 2.9838 3.0146 -6.6409 -0.2862
C 3.0345 4.5236 -6.4010 0.0748
H 1.4599 2.9816 -8.2079 0.2508
H 2.9234 2.0731 -8.6255 0.3165
H 2.3170 2.4757 -5.9697 0.0623
H 3.9832 2.5919 -6.5326 0.2778
H 2.0649 4.9152 -6.0917 -0.1861
H 3.7956 4.8121 -5.6825 0.4161
```

Record 3
Here is a structure of composition C56H44BBrF4LuN4O5 in a non-equilibrium geometry from the Open Molecules 2025 dataset. Energies are from ωB97M-V/def2-TZVPD.

Energy above the lowest of the compared OMol25 structures with the same formula, charge and spin: 0.0 kcal per mole
E_LUMO (alpha / beta): 0.0513 / 0.0512 hartree
Highest occupied orbital energy (alpha / beta): -4.439 / -4.438 eV
HOMO-LUMO gap (alpha / beta): 5.834 / 5.833 eV
Net charge: -1

XYZ file:
```
116
Properties=species:S:1:pos:R:3:mulliken_charge:R:1
Lu 1.4683 -1.2767 0.7953 2.2744
C 6.1924 5.3651 -5.1683 -0.8253
O 6.8279 4.4776 -4.3057 -0.4618
C 5.9939 3.7566 -3.4946 1.0546
C 6.6246 2.9446 -2.5325 -0.9146
C 5.8634 2.1429 -1.7070 -0.0105
C 4.4764 2.0907 -1.8259 -1.4332
C 3.8686 2.9052 -2.7746 -0.0161
C 4.6042 3.7357 -3.5993 -0.8465
C 3.5966 1.1244 -1.0585 1.0867
C 3.3317 -0.0634 -1.6557 0.2494
C 3.9166 -0.4360 -2.9652 -1.3293
C 3.1610 -1.4104 -3.4626 -1.5310
C 2.1483 -1.7364 -2.4534 0.7286
N 2.3471 -0.9677 -1.3522 0.1911
C 1.0695 -2.6018 -2.7025 0.3158
C 0.0901 -2.9677 -1.7584 0.4429
C -0.9297 -3.9810 -2.0166 -1.7473
C -1.7365 -3.9539 -0.9496 -1.0938
C -1.3031 -2.8844 -0.0632 0.4297
C -2.0536 -2.3455 0.9240 1.0370
C -3.4196 -2.8975 1.1380 -0.5614
C -4.5376 -2.1637 0.8049 -0.4055
C -5.8130 -2.7137 0.8861 -0.8721
C -5.9739 -4.0220 1.2732 0.8326
O -7.1766 -4.6985 1.1540 -0.4469
C -8.2570 -4.0561 0.5051 -0.8866
C -4.8763 -4.7664 1.6820 -0.8892
C -3.6176 -4.1989 1.6229 -0.3768
C -1.7901 -1.0953 1.5545 0.8092
N -0.6797 -0.3167 1.3350 -0.7233
C -0.9144 0.8772 1.9801 0.7725
C -0.0938 2.0670 1.9063 0.5242
C -0.7529 3.3246 2.3495 -0.5363
C -0.3450 4.2079 3.3602 -0.2058
C -1.0256 5.3741 3.6116 -0.8089
C -2.1567 5.7530 2.9003 1.2125
O -2.7716 6.9027 3.2393 -0.4800
C -3.9147 7.2967 2.4694 -0.8436
C -2.6100 4.8956 1.9365 -0.7644
C -1.8974 3.7179 1.6610 -0.4239
C 1.1104 2.1373 1.2631 0.4796
C 1.8322 3.3968 1.0773 -1.6132
C 2.8865 3.1531 0.3041 -1.8206
C 2.8117 1.7071 -0.0204 0.7675
N 1.7824 1.1312 0.6130 0.2276
C -2.1436 0.8163 2.6621 -1.5360
C -2.6842 -0.4381 2.4450 -1.4033
N -0.1078 -2.3898 -0.5615 0.0867
C 0.7710 -2.8743 -4.1372 -0.7310
C 0.1435 -1.8380 -4.8348 -0.5040
C -0.1567 -1.9338 -6.1812 -0.8161
C 0.1472 -3.1085 -6.8491 1.2201
O -0.0930 -3.2842 -8.1906 -0.4864
C -0.6864 -2.1620 -8.8322 -0.8514
C 0.7242 -4.1482 -6.1739 -0.6593
C 1.0377 -4.0693 -4.8434 -0.0426
H 6.9238 5.9516 -5.7011 0.2490
H 5.5189 6.0440 -4.6108 0.3233
H 5.5820 4.8372 -5.8966 0.3149
H 7.6831 2.9401 -2.4221 0.4520
H 6.3386 1.5425 -0.9377 0.4881
H 2.8102 2.8826 -2.8575 0.5853
H 4.0367 4.3384 -4.2993 0.3318
H 4.7609 0.0709 -3.4260 0.4624
H 3.2714 -1.8446 -4.4298 0.5503
H -0.9878 -4.5896 -2.9126 0.5106
H -2.6018 -4.5807 -0.7924 0.4727
H -4.3723 -1.1686 0.3934 0.5593
H -6.6955 -2.1759 0.5389 0.3394
H -9.0277 -4.8030 0.5267 0.2572
H -8.0066 -3.7774 -0.5004 0.3923
H -8.6227 -3.1752 1.0443 0.3112
H -5.0078 -5.7729 2.0820 0.3889
H -2.7725 -4.7714 1.8797 0.6926
H 0.5245 3.9255 3.9322 0.6043
H -0.6729 6.0141 4.4125 0.3771
H -4.2087 8.2908 2.8388 0.2401
H -4.7706 6.6435 2.6142 0.3242
H -3.6698 7.2794 1.4227 0.3417
H -3.4282 5.1854 1.2906 0.2799
H -2.2394 3.1287 0.8366 0.5604
H 1.5728 4.3835 1.4676 0.3957
H 3.6407 3.8280 -0.0467 0.6081
H -2.5770 1.6049 3.2852 0.5445
H -3.6161 -0.8340 2.7857 0.8915
H -0.1096 -0.9373 -4.3234 0.5744
H -0.6076 -1.1126 -6.6977 0.3954
H -0.7521 -2.3712 -9.8972 0.2481
H -0.0239 -1.3084 -8.7089 0.3480
H -1.6367 -1.9029 -8.3597 0.3258
H 0.9924 -5.0137 -6.7572 0.4151
H 1.5195 -4.8815 -4.3049 0.5132
F 4.9933 0.9610 2.0507 -0.3531
B 4.2117 0.0122 2.6983 0.2657
F 3.1818 0.6235 3.4239 -0.2772
F 4.9902 -0.8360 3.4635 -0.3458
F 3.5287 -0.7954 1.6238 -0.3838
Br 2.1743 -3.9676 1.0998 -0.6286
C -0.5929 -3.5638 3.7121 -1.5330
C 0.0824 -2.2005 3.8363 0.7746
O 0.8769 -1.8007 3.0157 -0.3548
C -0.1767 -1.3641 5.0330 0.8160
C 0.5800 -0.1743 5.1825 -0.2263
C 0.3285 0.6650 6.2539 -0.5336
C -0.6121 0.3267 7.2172 -0.5484
C -1.2940 -0.8706 7.1102 -0.7203
C -1.0932 -1.7057 6.0340 -0.5707
H -0.2432 -4.0356 2.7771 0.1608
H -1.6577 -3.4266 3.7027 0.3552
H -0.2109 -4.1556 4.5710 0.6258
H 1.3908 0.0955 4.4641 0.3612
H 0.9244 1.5763 6.3315 0.4228
H -0.7852 0.9817 8.0578 0.4077
H -1.9773 -1.1313 7.9167 0.3741
H -1.6977 -2.5857 5.9715 0.3982
```

Number 1: calculated total energy -101503.7676 eV. Number 2: calculated total energy -92610.0233 eV. Number 3: calculated total energy -190206.7615 eV.